1.
A cluster of 3 separate species, C3H9O3S in total, computed with wB97M-V/def2-TZVPD.

Element x y z (Å)
S -0.3334 1.6782 2.5144
O -2.4173 -3.8214 -0.1829
O -0.8163 -0.9461 -2.0906
O 1.1440 2.9355 2.3020
C 1.0879 0.1232 -1.4723
C -0.1799 -0.5215 -1.1400
C 1.9238 -0.7249 -2.4234
H 1.7143 0.5652 -0.7183
H 0.8601 0.9414 -2.1488
H 2.1339 -0.1450 -3.3157
H 0.6239 3.6811 2.0763
H 1.6041 -1.6463 -2.8056
H -1.5399 -4.3078 -0.0674
H -2.2053 -3.1001 -0.8443
H -0.4958 -0.8113 -0.1124
H 2.8618 -1.1868 -1.9701

Cartesian forces (eV/Å) of the 2 atoms listed first:
S 1.65 1.27 -0.35
O 2.10 0.08 -0.88

Computed properties:
Total energy: -20233.33539 eV
Relative energy (zero: lowest compared OMol25 entry of this formula, charge and spin): 57.0 kcal per mole
Charge: -1
E_HOMO: -2.66 eV


2.
A structure of composition C3H9S2, computed with wB97M-V/def2-TZVPD.

Element x y z (Å)
S 0.4563 1.9419 0.3785
S -1.2459 -0.6450 -0.7052
C 0.4035 1.2678 2.1005
C 1.3073 -1.7559 -0.8773
C -0.1772 -2.1404 -0.7159
H 1.8675 -2.5878 -1.3200
H -0.2477 0.4923 -0.1923
H -0.4914 -2.7403 -1.5699
H 1.7377 -1.5794 0.1085
H -0.5109 1.6210 2.5779
H 1.4090 -0.8678 -1.4826
H 0.3579 0.1818 2.0386
H 1.2739 1.5974 2.6635
H -0.2827 -2.7334 0.1928

Cartesian forces (eV/Å) of the 2 atoms listed first:
S 0.24 -0.27 0.45
S 0.10 -0.46 0.24

Computed properties:
Total energy: -24928.12023 eV
Relative energy (zero: lowest compared OMol25 entry of this formula, charge and spin): 14.5 kcal per mole
Charge: -1
E_HOMO: -2.95 eV


3.
A cluster of 2 separate species, C3H9S2 in total, computed with wB97M-V/def2-TZVPD.

Element x y z (Å)
S -2.0233 0.3089 4.4143
S 1.8263 -1.8414 -1.5710
C 2.2194 -0.2670 -2.4938
C -2.0063 1.6473 3.1904
C 0.1080 -1.3860 -1.1947
H 2.1553 0.4424 -1.6235
H -0.5360 -2.0449 -1.8434
H -1.6783 2.5589 3.5877
H 1.4543 -0.1232 -3.3750
H 3.2519 -0.2496 -2.9331
H -0.1101 -1.7918 -0.2114
H -1.5852 1.2403 2.2639
H -0.0030 -0.2943 -1.1189
H -3.0731 1.8005 2.9085

Cartesian forces (eV/Å) of the 2 atoms listed first:
S 0.24 -0.35 0.55
S 0.35 0.75 -0.77

Computed properties:
Total energy: -24926.97325 eV
Relative energy (zero: lowest compared OMol25 entry of this formula, charge and spin): 40.9 kcal per mole
Charge: -1
E_HOMO: -1.87 eV


4.
A cluster of 2 separate species, C3H9S2 in total, computed with wB97M-V/def2-TZVPD.

Element x y z (Å)
S 0.4743 1.0693 -1.2163
S -0.5950 -0.0114 2.0554
C 1.1281 -1.5037 -1.9113
C -2.2285 -0.0744 1.3770
C 1.5652 -0.3952 -0.8848
H 1.4581 -0.7562 0.1358
H 1.1302 -0.9792 -2.8653
H 0.0956 -1.7852 -1.6748
H 2.6162 -0.1652 -1.1182
H 1.7910 -2.3854 -1.7929
H -2.7001 0.7193 0.7726
H -2.2427 -0.8999 0.6644
H -2.9068 -0.3883 2.1851
H -0.0301 0.8695 0.0526

Cartesian forces (eV/Å) of the 2 atoms listed first:
S 0.71 -0.61 0.72
S 1.18 0.75 0.18

Computed properties:
Total energy: -24927.90741 eV
Relative energy (zero: lowest compared OMol25 entry of this formula, charge and spin): 19.4 kcal per mole
Charge: -1
E_HOMO: -2.60 eV


5.
A cluster of 2 separate species, C3H9S2 in total, computed with wB97M-V/def2-TZVPD.

Element x y z (Å)
S 2.2320 0.5354 0.1035
S -1.9206 -0.2292 0.8916
C 0.9320 1.6633 0.6257
C 1.5756 -1.1233 0.1327
C -2.1924 -0.5285 -0.8055
H 1.3989 -1.5555 1.1185
H 1.4219 2.6333 0.6179
H 0.5476 -1.0406 -0.2390
H -3.0256 -1.2034 -1.0316
H -2.5283 0.4107 -1.2614
H 2.2018 -1.7904 -0.4464
H 0.0558 1.6108 -0.0169
H 0.6241 1.5140 1.6631
H -1.3228 -0.8965 -1.3523

Cartesian forces (eV/Å) of the 2 atoms listed first:
S 1.12 0.35 -0.08
S -0.14 -0.13 0.79

Computed properties:
Total energy: -24925.64462 eV
Multiplicity: 2
Relative energy (zero: lowest compared OMol25 entry of this formula, charge and spin): 7.6 kcal per mole
E_HOMO (alpha / beta): -8.32 / -8.32 eV


6.
A structure of composition C3HBeFO2, computed with wB97M-V/def2-TZVPD.

Element x y z (Å)
F -1.1353 1.8922 0.0121
O 0.4855 0.9160 1.1546
O 0.0496 -1.4579 -0.4523
C -0.4447 -0.1665 -0.7285
C 0.8015 -1.8187 0.5636
C -0.2116 0.8934 0.0810
Be 1.7301 -0.0758 0.7970
H -1.2751 -0.1828 -1.4274

Cartesian forces (eV/Å) of the 2 atoms listed first:
F 0.97 -0.11 -0.41
O 3.15 -0.56 -0.02

Computed properties:
Total energy: -10335.87285 eV
Relative energy (zero: lowest compared OMol25 entry of this formula, charge and spin): 97.8 kcal per mole
E_HOMO (alpha / beta): -7.64 / -8.37 eV


7.
A structure of composition C3HBeO3, computed with wB97M-V/def2-TZVPD.

Element x y z (Å)
O -1.0119 0.2952 -0.4614
O 2.0956 -1.2110 -0.2634
O -0.6789 1.3227 1.3885
C 1.1118 -0.7324 -0.6878
C -0.8125 0.1816 0.8848
C -0.0741 -0.4139 -1.1876
Be -0.2720 1.2880 2.5146
H -0.3579 -0.7303 -2.1877

Cartesian forces (eV/Å) of the 2 atoms listed first:
O 0.21 1.10 0.37
O -0.76 1.02 -0.58

Computed properties:
Total energy: -9664.50288 eV
Multiplicity: 2
Relative energy (zero: lowest compared OMol25 entry of this formula, charge and spin): 10.8 kcal per mole
E_HOMO (alpha / beta): -7.54 / -8.91 eV


8.
A structure of composition C3HBr2NO, computed with wB97M-V/def2-TZVPD.

Element x y z (Å)
Br 1.1191 0.5733 -2.1251
Br -0.3857 -2.0142 -0.7279
O 1.6472 -0.5836 1.3649
N -0.5263 0.5880 1.3203
C -0.9853 0.5753 0.1432
C 0.1742 -0.2074 -0.5988
C 0.6903 -0.1179 0.8859
H -1.7336 1.1865 -0.2625

Cartesian forces (eV/Å) of the 2 atoms listed first:
Br -0.56 -0.48 0.94
Br -0.12 -0.86 -0.89

Computed properties:
Total energy: -146747.49525 eV
Relative energy (zero: lowest compared OMol25 entry of this formula, charge and spin): 10.1 kcal per mole
E_HOMO: -10.34 eV


9.
An isolated molecule of C3HBrClNOS, computed with wB97M-V/def2-TZVPD.

Element x y z (Å)
Br 2.7009 1.2197 -0.6282
Cl 0.9132 -2.4664 1.0432
S -0.5504 2.3800 -0.0733
O -1.4794 -1.4240 -0.2857
N -1.1889 0.7986 -0.0788
C 1.7804 -0.0601 0.1221
C 0.7593 -0.7695 0.4265
C -0.7220 -0.5103 0.0015
H -2.2131 0.8319 -0.5274

Cartesian forces (eV/Å) of the 2 atoms listed first:
Br 0.51 0.70 -0.35
Cl 0.14 1.11 -0.16

Computed properties:
Total energy: -100060.44994 eV
Relative energy (zero: lowest compared OMol25 entry of this formula, charge and spin): 86.8 kcal per mole
E_HOMO (alpha / beta): -9.59 / -8.87 eV


10.
A cluster of 2 separate species, C3HBrF4 in total, computed with wB97M-V/def2-TZVPD.

Element x y z (Å)
Br 2.1535 -2.0564 -0.3580
F -0.8246 2.9600 -0.3065
F 1.0602 -1.6704 2.0784
F -1.5417 1.2692 0.8811
F 0.0897 0.9255 -2.2717
C -0.5329 0.7306 -1.1197
C 0.7736 -1.9816 0.8308
C -0.9369 1.6165 -0.2531
H -0.2410 -1.7933 0.5187

Cartesian forces (eV/Å) of the 2 atoms listed first:
Br 0.43 0.07 -0.35
F 0.05 -1.25 -0.32

Computed properties:
Total energy: -84033.49379 eV
Relative energy (zero: lowest compared OMol25 entry of this formula, charge and spin): 89.0 kcal per mole
E_HOMO (alpha / beta): -10.67 / -8.33 eV


11.
An isolated molecule of C3HBrN2O, computed with wB97M-V/def2-TZVPD.

Element x y z (Å)
Br 2.5387 -0.5555 0.1998
O -0.3006 2.7648 0.0349
N -1.2995 0.7017 0.4086
N -1.1831 -0.6517 0.3442
C 1.0450 -0.6217 -0.6952
C -0.1231 -1.1031 -0.1535
C -0.6910 1.6919 0.1386
H 0.0138 -2.2265 -0.2774

Cartesian forces (eV/Å) of the 2 atoms listed first:
Br 1.52 0.03 1.17
O 1.08 2.11 -0.54

Computed properties:
Total energy: -78191.62305 eV
Relative energy (zero: lowest compared OMol25 entry of this formula, charge and spin): 67.2 kcal per mole
E_HOMO: -8.90 eV


12.
An isolated molecule of C3HBrN2O, computed with wB97M-V/def2-TZVPD.

Element x y z (Å)
Br -3.2509 -0.0323 0.0083
O 1.8663 1.3089 0.0611
N -1.1570 2.7754 -0.0189
N 0.0018 2.6912 -0.0235
C 0.6817 1.3925 0.0187
C -1.5862 0.6656 0.0066
C -0.3224 0.3100 -0.0014
H 0.1095 -0.6742 -0.0029

Cartesian forces (eV/Å) of the 2 atoms listed first:
Br -0.11 -0.27 0.00
O -0.52 0.18 -0.02

Computed properties:
Total energy: -78193.58456 eV
Relative energy (zero: lowest compared OMol25 entry of this formula, charge and spin): 21.9 kcal per mole
E_HOMO: -8.96 eV


Copy entry 8 word for word.
A structure of composition C3HBr2NO, computed with wB97M-V/def2-TZVPD.

Element x y z (Å)
Br 1.1191 0.5733 -2.1251
Br -0.3857 -2.0142 -0.7279
O 1.6472 -0.5836 1.3649
N -0.5263 0.5880 1.3203
C -0.9853 0.5753 0.1432
C 0.1742 -0.2074 -0.5988
C 0.6903 -0.1179 0.8859
H -1.7336 1.1865 -0.2625

Cartesian forces (eV/Å) of the 2 atoms listed first:
Br -0.56 -0.48 0.94
Br -0.12 -0.86 -0.89

Computed properties:
Total energy: -146747.49525 eV
Relative energy (zero: lowest compared OMol25 entry of this formula, charge and spin): 10.1 kcal per mole
E_HOMO: -10.34 eV


Question: The highest total energy belongs to which entry?
Answer: C3HBeO3


Question: Number 6 is which compound?
Answer: C3HBeFO2


Question: What is the formula in the fourth record?
Answer: C3H9S2